# 1
Formula: C17H24N4O10
Source: the Open Molecules 2025 dataset
Level of theory: ωB97M-V/def2-TZVPD

The charge is 0. Its SMILES is N[C@H](C(=O)O)[C@H](OCc1ccccc1[N+](=O)[O-])C(=O)O.CNC(=O)[C@H](CO)NC(C)=O. The spin multiplicity is 1. Its HOMO-LUMO gap is 8.88 eV. The value obtained for the calculated total energy is -44451.649 eV.

```
55
Properties=species:S:1:pos:R:3:forces:R:3
N 0.179 0.636 1.841 0.3 -0.7 -0.5
C 1.425 -0.132 1.556 -0.5 -0.2 1.0
C 1.426 -0.715 0.117 -0.5 1.2 -0.6
O 1.170 0.067 -0.792 0.2 -1.2 0.8
O 1.745 -2.014 -0.101 -0.3 1.2 0.7
C 1.721 -1.222 2.628 -0.1 -0.6 0.0
O 0.724 -2.275 2.690 0.7 0.8 0.0
C -0.477 -2.031 3.443 -0.1 0.4 0.1
C -1.470 -3.121 3.108 -0.1 0.1 -0.2
C -1.307 -4.359 3.752 -0.6 0.0 -0.5
C -2.152 -5.435 3.475 0.0 0.3 -0.2
C -3.166 -5.291 2.530 0.2 0.5 0.0
C -3.333 -4.072 1.868 0.2 0.2 0.0
C -2.504 -2.969 2.147 0.6 -3.2 1.8
N -2.740 -1.773 1.444 -0.4 2.7 -1.4
O -2.987 -0.753 2.097 0.3 -1.2 -0.7
O -2.702 -1.820 0.208 -0.1 0.0 1.4
C 2.046 -0.601 4.006 -1.3 1.1 0.2
O 1.387 0.338 4.429 1.0 -1.1 -0.1
O 3.075 -1.139 4.702 -0.7 0.1 -0.8
H 0.238 1.125 2.741 0.2 -0.3 -0.6
H -0.048 1.277 1.079 0.2 -0.3 0.4
H 2.269 0.566 1.580 0.4 -0.2 -0.2
H 1.598 -2.172 -1.046 0.1 0.0 -0.1
H 2.647 -1.713 2.314 -0.2 -0.2 -0.1
H -0.262 -2.063 4.516 0.1 -0.1 0.0
H -0.889 -1.045 3.242 0.1 0.0 -0.2
H -0.502 -4.491 4.468 -0.1 0.2 -0.1
H -2.013 -6.384 3.986 0.0 0.2 -0.1
H -3.823 -6.126 2.302 0.1 0.2 0.0
H -4.121 -3.974 1.126 0.2 0.1 0.1
H 3.121 -0.631 5.527 0.0 0.0 0.1
C 1.690 0.297 -4.618 -0.5 0.3 0.0
N 1.040 1.083 -3.571 0.6 -0.2 0.7
C 0.067 1.975 -3.790 0.1 0.7 -1.0
O -0.360 2.215 -4.919 -0.2 -0.1 0.3
C -0.452 2.753 -2.569 0.2 0.3 0.6
C -1.643 3.672 -2.879 0.2 -0.5 -0.7
O -2.694 2.920 -3.442 -0.3 0.0 0.1
N 0.597 3.469 -1.820 -1.4 -1.5 -0.1
C 1.531 4.321 -2.244 1.3 1.2 -0.4
C 1.648 4.706 -3.706 -0.2 -0.1 0.2
O 2.312 4.799 -1.436 0.2 0.1 0.3
H 2.622 -0.126 -4.243 -0.1 0.1 0.1
H 1.027 -0.509 -4.937 0.1 0.0 -0.1
H 1.906 0.932 -5.479 -0.1 -0.1 0.1
H 1.309 0.913 -2.608 -0.1 0.0 -0.2
H -0.841 1.991 -1.892 0.0 -0.1 0.1
H -1.994 4.132 -1.954 0.0 -0.1 0.0
H -1.350 4.456 -3.575 0.2 0.2 0.1
H -2.388 2.608 -4.306 0.1 0.1 0.1
H 0.638 3.295 -0.829 0.1 0.0 0.0
H 2.359 5.525 -3.795 0.0 -0.1 0.2
H 0.686 5.030 -4.093 -0.1 -0.1 -0.2
H 2.013 3.856 -4.278 -0.1 -0.1 -0.2
```
Positions in Å, forces in eV/Å.

# 2
Formula: C17H24N4O4S2
Source: the Open Molecules 2025 dataset
Level of theory: ωB97M-V/def2-TZVPD

The charge is 0. Its SMILES is CCC(CC)C(=O)Nc1nnc(S(=O)(=O)N(CC)c2ccc(OC)cc2)s1. The spin multiplicity is 1. Its HOMO-LUMO gap is 8.28 eV. For the energy relative to the best compared isomer or geometry (same formula, charge and spin), the calculation gives 236.2 kJ/mol. The value obtained for the calculated total energy is -53838.370 eV.

```
51
Properties=species:S:1:pos:R:3:forces:R:3
C 4.206 4.211 -0.105 -0.1 0.1 0.2
C 3.612 4.056 1.290 0.2 -0.2 -0.2
C 3.818 2.641 1.852 -0.1 0.3 0.2
C 3.275 2.517 3.282 0.2 -0.3 -0.1
C 3.458 1.111 3.844 -0.1 0.2 0.0
C 3.191 1.618 0.931 0.1 0.4 0.4
O 3.808 0.795 0.296 0.3 -0.1 -0.1
N 1.820 1.682 0.841 0.0 0.3 0.2
C 1.119 0.830 0.043 0.3 -1.0 -0.9
N -0.175 0.831 -0.039 0.4 1.1 1.0
N -0.633 -0.084 -0.881 -0.8 -0.8 -0.9
C 0.291 -0.776 -1.446 0.7 -0.1 0.0
S -0.009 -2.113 -2.597 -0.3 0.2 -0.1
O 1.181 -2.904 -2.636 0.1 -0.1 0.3
O -0.458 -1.533 -3.822 -0.2 0.0 0.2
N -1.205 -3.008 -1.867 1.1 0.4 -0.7
C -0.705 -4.101 -1.055 0.5 -0.5 0.3
C 0.077 -3.647 0.177 -0.2 -0.1 -0.1
C -2.431 -2.390 -1.555 -0.9 0.4 -0.1
C -3.030 -1.546 -2.484 -0.1 -0.2 0.1
C -4.241 -0.934 -2.220 -0.2 0.1 0.1
C -4.899 -1.163 -1.018 0.1 -0.1 0.1
O -6.096 -0.617 -0.656 0.2 -0.2 0.2
C -6.721 0.271 -1.551 -0.1 0.1 -0.1
C -4.311 -2.021 -0.092 -0.2 0.2 -0.1
C -3.096 -2.621 -0.351 0.2 0.0 -0.1
S 1.913 -0.363 -0.961 -0.7 0.1 0.1
H 4.075 5.230 -0.461 0.0 0.1 -0.1
H 3.725 3.537 -0.810 0.0 0.0 -0.1
H 5.269 3.984 -0.093 0.1 0.0 0.0
H 2.546 4.296 1.262 0.0 0.1 0.1
H 4.090 4.766 1.968 -0.1 0.0 0.1
H 4.890 2.422 1.862 -0.1 -0.1 -0.1
H 2.217 2.789 3.312 0.0 0.1 0.0
H 3.810 3.230 3.912 -0.1 0.1 0.0
H 2.903 0.382 3.258 -0.1 -0.1 0.0
H 4.508 0.830 3.829 0.1 -0.1 0.0
H 3.104 1.066 4.871 0.0 -0.1 0.1
H 1.284 2.355 1.371 0.1 -0.1 0.0
H -0.044 -4.683 -1.700 -0.2 -0.1 0.2
H -1.557 -4.725 -0.777 0.0 0.1 -0.1
H 1.033 -3.232 -0.132 0.1 0.0 0.1
H 0.266 -4.497 0.828 0.0 -0.1 0.1
H -0.471 -2.890 0.734 0.0 0.1 0.1
H -2.536 -1.360 -3.421 -0.1 0.0 -0.1
H -4.661 -0.283 -2.970 -0.1 0.1 -0.1
H -7.637 0.590 -1.056 0.1 0.0 -0.1
H -6.973 -0.220 -2.496 0.0 0.0 0.0
H -6.094 1.146 -1.751 0.0 0.0 0.0
H -4.824 -2.203 0.839 -0.1 0.0 0.1
H -2.682 -3.273 0.400 0.1 -0.1 0.1
```
Positions in Å, forces in eV/Å.

# 3
Formula: C17H24N6O3
Source: the Open Molecules 2025 dataset
Level of theory: ωB97M-V/def2-TZVPD

The charge is 0. Its SMILES is [H]/N=C(/N)NCCC[C@H](NC(=O)[C@@H](N)Cc1c[nH]c2ccccc12)C(=O)O. The spin multiplicity is 1. Its HOMO-LUMO gap is 8.81 eV. For the energy relative to the best compared isomer or geometry (same formula, charge and spin), the calculation gives 146.1 kJ/mol. The value obtained for the calculated total energy is -33102.081 eV.

```
50
Properties=species:S:1:pos:R:3:forces:R:3
H -5.058 -0.624 4.951 1.0 0.0 0.1
N -5.872 -0.897 4.456 -0.9 0.5 1.2
C -5.759 -1.350 3.298 0.7 -0.9 -0.5
N -6.898 -1.568 2.579 -2.6 -0.9 -0.1
N -4.599 -1.721 2.546 -0.1 1.9 -0.4
C -3.342 -1.235 3.174 -0.7 0.6 0.6
C -2.129 -1.583 2.333 -1.2 1.2 0.7
C -2.183 -0.900 0.983 1.9 -0.1 1.4
C -0.914 -1.274 0.268 0.5 0.9 -0.6
N 0.315 -1.002 0.998 0.6 -0.2 0.0
C 0.791 0.270 1.105 -1.9 0.3 -1.3
O 0.082 1.267 0.856 0.7 -1.8 1.3
C 2.277 0.385 1.255 1.1 0.0 -0.9
N 3.007 -0.788 0.656 -1.9 0.6 -0.2
C 2.573 1.777 0.651 0.5 1.3 0.9
C 2.263 1.850 -0.795 1.8 -0.7 -1.3
C 1.175 2.253 -1.471 -2.2 -0.6 -0.5
N 1.302 1.902 -2.852 0.2 0.4 -0.7
C 2.593 1.372 -3.079 -1.0 0.7 1.7
C 3.222 1.011 -4.253 1.2 -0.1 -0.8
C 4.560 0.583 -4.223 -0.7 0.1 2.5
C 5.234 0.461 -2.952 -1.8 0.3 -0.1
C 4.546 0.798 -1.742 1.1 1.0 -0.4
C 3.211 1.312 -1.809 0.9 -0.3 0.0
C -0.864 -0.565 -1.075 0.0 0.1 -0.2
O -1.722 0.107 -1.565 -0.4 0.2 -0.2
O 0.291 -0.862 -1.663 1.1 -0.1 -1.0
H -7.757 -1.615 3.190 1.5 0.4 -0.9
H -6.883 -2.374 1.960 0.2 0.3 0.1
H -4.741 -1.131 1.683 0.4 -1.2 0.7
H -3.480 -0.145 3.344 0.6 -0.2 -0.3
H -3.271 -1.615 4.202 0.0 -0.4 -0.4
H -1.212 -1.430 2.896 0.0 0.5 -0.1
H -2.168 -2.605 2.137 -0.1 -2.1 -0.1
H -2.964 -1.278 0.386 -1.3 -0.1 -0.6
H -2.222 0.174 1.128 -0.2 0.2 -0.4
H -0.824 -2.324 0.001 -0.5 -0.3 0.2
H 1.069 -1.674 0.811 -0.3 0.4 0.4
H 2.620 0.325 2.263 -0.2 0.4 1.0
H 3.048 -0.766 -0.351 -0.2 0.2 -0.3
H 3.938 -0.903 0.971 0.8 0.2 0.6
H 3.645 1.915 0.773 0.3 0.2 -0.1
H 2.107 2.666 1.198 0.3 -1.6 -0.5
H 0.146 2.454 -0.993 2.0 0.1 -1.2
H 0.844 2.378 -3.653 0.2 -0.5 1.3
H 2.741 1.106 -5.218 -0.2 0.0 0.0
H 5.060 0.324 -5.128 0.3 -0.1 -0.4
H 6.250 0.069 -2.947 -0.2 0.3 0.2
H 5.169 0.904 -0.789 -1.1 -0.5 -1.3
H 0.438 -0.404 -2.520 -0.5 0.0 0.6
```
Positions in Å, forces in eV/Å.

# 4
Formula: C17H25F10NO10S2
Source: the Open Molecules 2025 dataset
Level of theory: ωB97M-V/def2-TZVPD

The charge is 0. The spin multiplicity is 1. Its HOMO-LUMO gap is 10.37 eV. The value obtained for the calculated total energy is -88844.232 eV.

```
65
Properties=species:S:1:pos:R:3:forces:R:3
C 1.657 -2.981 -4.186 -0.6 0.7 -0.6
C 2.031 -1.583 -4.778 0.1 -0.7 -0.4
C 0.932 -0.533 -4.568 0.5 -0.5 -0.8
O 1.049 0.237 -3.684 0.1 1.2 1.3
O -0.175 -0.408 -5.388 -0.1 -0.9 0.0
C -1.038 -1.570 -5.214 0.7 0.3 0.1
C -2.444 -1.181 -5.690 0.5 0.1 -0.1
N -3.482 -2.234 -5.522 0.6 0.3 1.1
S -2.996 -3.808 -6.038 -0.5 -0.6 -0.5
S -4.159 -2.238 -3.990 -0.8 -1.7 0.8
O -5.085 -3.298 -3.873 -0.7 0.0 -0.8
O -3.180 -2.224 -2.959 0.5 1.5 -0.3
F -5.020 -0.905 -3.998 1.2 -0.5 -0.2
H 2.517 -3.659 -4.164 -0.2 0.3 0.2
H 0.884 -3.448 -4.816 0.3 0.0 0.2
H 1.201 -2.811 -3.200 0.4 -0.4 -0.1
H 2.334 -1.680 -5.835 -0.4 0.1 0.3
H 2.916 -1.195 -4.255 -0.4 0.0 0.0
H -0.998 -1.818 -4.140 -0.4 -0.2 -0.4
H -0.585 -2.369 -5.819 -0.6 0.0 0.2
H -2.785 -0.295 -5.135 0.2 -0.1 -0.4
H -2.370 -0.973 -6.768 -0.3 0.2 0.4
H -2.435 -4.430 -4.959 -0.1 0.8 0.0
C 1.461 3.080 -2.491 -0.1 0.3 0.4
C 2.792 3.277 -3.179 -0.5 -0.4 -0.3
O 3.603 4.240 -2.476 0.4 0.2 0.1
C 4.269 3.783 -1.421 -0.6 -0.4 -0.7
O 4.246 2.658 -1.018 0.3 0.1 0.3
C 5.117 4.905 -0.812 0.5 0.8 0.5
F 4.430 6.054 -0.706 -0.1 -0.3 -0.1
F 6.199 5.158 -1.571 -0.2 -0.2 -0.1
F 5.553 4.591 0.410 -0.2 -0.2 -0.2
H 0.949 4.036 -2.365 0.0 0.0 -0.1
H 0.827 2.413 -3.069 0.1 0.0 0.0
H 1.591 2.654 -1.496 0.0 -0.1 -0.1
H 2.637 3.680 -4.179 0.2 0.2 0.1
H 3.328 2.334 -3.290 0.1 0.1 0.2
C 1.574 1.405 3.693 0.2 0.0 -0.3
C 0.303 0.593 3.556 0.2 0.2 0.5
O 0.013 0.326 2.170 -0.1 -0.2 -0.4
C 0.671 -0.690 1.620 0.0 0.3 0.9
O 1.469 -1.382 2.178 0.1 -0.2 -0.4
C 0.222 -0.878 0.167 -0.2 -0.1 -1.2
F 0.150 0.286 -0.493 0.1 0.0 0.3
F -0.995 -1.445 0.102 0.1 0.1 0.3
F 1.057 -1.668 -0.518 0.0 0.1 0.4
H 1.509 2.318 3.100 -0.1 0.0 0.1
H 1.747 1.671 4.736 -0.1 0.0 0.0
H 2.438 0.849 3.330 0.0 -0.1 0.1
H -0.537 1.156 3.941 -0.2 0.0 -0.4
H 0.359 -0.339 4.122 0.1 -0.1 -0.2
C -3.956 -1.902 8.449 0.3 0.0 0.2
C -3.866 -1.115 7.158 -0.5 -0.5 0.1
O -2.868 -0.083 7.253 0.3 0.3 -0.1
C -1.611 -0.468 7.053 -0.8 -0.4 -0.1
O -1.256 -1.582 6.808 0.4 0.1 0.0
C -0.674 0.742 7.135 0.8 0.9 0.4
F -0.953 1.530 8.184 -0.2 -0.3 -0.1
F -0.771 1.506 6.029 -0.3 -0.2 0.3
F 0.605 0.380 7.253 -0.3 -0.3 -0.1
H -4.132 -1.233 9.292 -0.1 0.0 -0.1
H -4.767 -2.629 8.398 0.0 0.0 0.0
H -3.027 -2.436 8.651 0.0 -0.1 -0.1
H -4.811 -0.610 6.965 0.2 0.3 0.0
H -3.665 -1.764 6.306 0.2 0.1 0.0
```
Positions in Å, forces in eV/Å.